1.
{"formula": "C31H100AsF6N4O19", "method": "ωB97M-V/def2-TZVPD", "species": ["H", "H", "C", "H", "H", "H", "C", "F", "H", "H", "H", "O", "H", "H", "O", "C", "H", "C", "C", "H", "H", "H", "H", "H", "C", "H", "N", "H", "H", "H", "H", "F", "H", "H", "H", "N", "H", "C", "O", "H", "H", "H", "C", "F", "H", "H", "H", "H", "O", "H", "H", "O", "H", "H", "H", "F", "H", "C", "C", "H", "H", "H", "H", "H", "H", "C", "H", "H", "H", "O", "H", "C", "O", "H", "H", "H", "H", "H", "H", "H", "H", "H", "H", "As", "H", "C", "C", "H", "H", "C", "H", "H", "H", "O", "H", "H", "H", "H", "H", "N", "O", "H", "H", "H", "C", "H", "H", "H", "C", "H", "H", "H", "C", "O", "H", "O", "C", "C", "C", "C", "C", "H", "C", "H", "C", "O", "N", "H", "C", "H", "O", "H", "C", "O", "H", "H", "O", "H", "H", "H", "O", "O", "H", "H", "C", "H", "F", "C", "H", "H", "H", "C", "O", "H", "H", "H", "H", "O", "F", "H", "C"], "coordinates": [[2.659, 1.848, 2.342], [1.461, -0.270, 5.721], [-7.054, -1.710, -3.021], [-1.161, -2.162, 2.402], [-3.269, 1.565, 0.252], [5.851, -1.665, 5.942], [5.382, -0.206, -1.206], [-1.221, 1.334, 0.407], [-1.320, 4.692, -1.822], [-2.837, -5.076, 2.658], [-1.920, -1.238, 5.132], [-5.530, -2.936, -1.572], [0.364, -2.594, 0.866], [3.910, 1.446, -1.168], [-6.690, -2.112, 0.751], [-0.411, 0.612, -5.477], [-3.109, -3.538, -0.142], [-2.684, -5.269, 0.689], [2.908, 3.601, 2.930], [-0.916, -0.330, -5.693], [3.169, 5.263, -2.241], [-2.698, -3.485, 1.581], [2.327, -1.585, 1.813], [-5.454, 0.583, 0.750], [3.085, -1.392, 2.573], [-1.098, -4.668, -3.204], [0.580, -3.571, 1.006], [4.692, -4.708, -5.122], [-5.020, 0.414, -0.994], [1.965, 8.881, -2.903], [0.095, -5.302, -4.330], [-0.549, 0.231, -1.672], [-4.986, 4.371, -3.934], [6.731, 0.587, 3.185], [0.057, 3.747, 0.105], [-2.769, -3.977, 0.702], [-5.732, -3.335, -3.554], [6.756, -0.552, -0.497], [4.872, -3.819, -5.438], [-3.637, -0.502, 3.335], [-6.145, -2.350, -0.003], [-2.510, 3.412, 2.734], [-0.322, -4.385, -3.915], [1.149, 0.905, 1.478], [-7.900, -3.910, -1.403], [-0.823, -3.756, -4.651], [1.111, 1.637, -3.034], [-3.083, -0.762, 1.611], [-2.852, -1.908, -1.683], [-2.129, -1.061, -3.504], [-4.903, -1.707, 1.613], [-2.690, -2.977, 3.399], [0.680, -0.668, -4.118], [5.463, -2.900, -3.672], [6.481, -1.225, 3.193], [1.835, -0.177, -0.739], [-3.543, 4.884, 2.895], [5.822, 0.957, 5.779], [-5.174, 1.105, -0.165], [4.654, 0.170, 4.055], [-3.348, -0.183, -2.478], [-2.739, -6.735, 2.064], [6.764, 0.743, 6.285], [6.730, -0.951, 0.517], [-3.849, -1.628, -3.337], [-1.541, 4.385, -0.799], [1.713, 8.201, -0.187], [-0.942, 1.359, -4.887], [5.562, 1.967, -1.051], [1.075, 1.301, 6.777], [2.757, 4.216, 2.043], [1.495, -4.238, 0.280], [2.748, 8.559, -2.450], [2.944, -4.069, -0.956], [-8.235, -4.277, -3.016], [1.094, 6.642, -0.332], [4.242, -1.968, 1.089], [1.391, -0.868, -6.363], [5.602, -0.261, -2.272], [3.913, 6.548, -3.286], [3.683, -3.264, -3.736], [2.852, -1.870, 3.525], [7.318, 0.379, -0.424], [0.300, 0.544, -0.107], [4.327, 6.457, -1.625], [-1.891, -1.882, 3.162], [-3.376, 3.858, 3.221], [-2.327, 5.132, -0.689], [3.482, -0.898, -1.137], [-7.391, -4.112, -2.345], [4.707, 1.119, 0.276], [2.810, 6.796, 0.117], [-0.517, -0.619, 4.227], [0.670, -3.626, -3.352], [-7.713, -1.466, -2.188], [5.065, 1.194, 6.527], [2.131, 1.996, -4.287], [0.201, 1.017, 6.500], [2.023, 1.279, 4.963], [-2.766, -5.739, 1.899], [4.370, -1.225, -0.976], [-6.100, 1.631, -0.399], [7.286, -1.372, -0.982], [-1.970, -1.737, -1.346], [0.907, 0.195, -4.745], [2.044, -2.551, -0.815], [-5.147, 2.815, -3.086], [-0.515, -2.348, 4.857], [2.013, 7.202, -0.505], [-6.162, -2.434, 2.714], [-4.355, 3.389, -1.304], [-2.028, 3.410, -0.803], [1.918, 0.706, 5.884], [-4.092, 2.030, 0.085], [7.560, -0.400, 4.380], [-0.552, 4.486, 0.169], [5.467, -0.126, 4.719], [3.495, 6.301, -2.311], [-4.546, 3.720, -3.179], [-5.682, -2.459, 1.735], [-6.386, -3.079, -2.719], [-7.672, -1.853, -3.908], [6.652, -0.323, 3.781], [1.922, 3.590, 3.395], [-2.806, -0.723, 2.665], [-2.732, -5.971, -0.309], [2.280, -3.474, -0.481], [-3.168, -2.844, 4.221], [4.576, -2.990, -4.299], [-4.746, -2.453, -1.841], [1.761, -5.403, 0.386], [3.598, 4.287, 3.422], [4.891, 1.147, -0.798], [5.171, -1.313, 5.362], [2.873, 0.600, 6.399], [-3.109, 3.684, 4.263], [3.407, 2.373, 2.636], [-6.433, -0.862, -3.309], [-0.199, 1.006, -6.471], [0.264, -2.869, -2.923], [1.772, -0.231, -5.754], [4.329, -1.938, 2.044], [-2.218, 0.181, 2.821], [4.411, -1.931, -4.501], [1.698, 1.124, -3.796], [-5.270, -3.468, 1.734], [0.776, 2.210, -0.786], [-1.095, -1.509, 4.473], [2.503, 0.584, -3.298], [-3.532, 3.597, -3.558], [1.496, 6.838, -2.474], [2.363, 7.281, -1.983], [-4.391, 4.179, -1.849], [3.089, -0.313, 2.726], [-4.352, 2.632, 2.077], [6.019, 1.941, 5.352], [-6.935, -5.097, -2.251], [-4.462, 2.997, 2.959], [-0.245, -1.067, 0.476], [0.098, -4.129, 1.695], [-3.000, -1.145, -2.854]], "mulliken_charge": [-0.033, 0.136, -1.317, -1.222, 0.056, 0.318, 0.934, -0.517, 0.281, 0.042, 0.479, -0.501, -0.196, 0.107, -0.535, -1.528, -0.424, 0.387, -0.813, 0.409, 0.239, -0.270, -0.174, 0.323, 0.594, 0.234, 0.288, 0.318, 0.014, 0.355, 0.246, -0.568, 0.283, 0.312, 0.222, 1.354, 0.380, -1.314, -0.574, 0.395, 0.363, -0.037, -0.633, -0.369, 0.302, 0.253, -0.080, -0.536, 0.249, -0.091, -0.258, -0.495, -0.572, 0.273, 0.218, 0.014, 0.237, -1.476, -0.707, -0.604, 0.093, 0.206, 0.390, 0.119, 0.429, -0.329, 0.334, 0.245, 0.482, -0.582, 0.241, 0.486, -0.554, 0.098, 0.422, 0.099, 0.326, 0.355, 0.153, 0.339, 0.089, 0.385, 0.373, 1.778, 0.349, 1.674, -0.334, 0.468, 0.178, -1.591, 0.174, 0.243, 0.075, -0.251, 0.249, 0.341, 0.538, 0.332, 0.150, -0.295, -0.445, 0.497, 0.368, -0.261, 1.679, -0.379, 0.153, 0.409, -0.860, 0.396, 0.254, -0.238, -0.031, 0.113, 0.426, -0.595, 1.743, -1.301, -0.406, -0.058, 0.743, 0.487, -1.414, 0.333, -0.425, -0.760, 0.284, 0.392, -0.290, 0.035, -0.762, 0.321, -1.190, -0.549, 0.004, 0.324, -0.250, 0.273, 0.441, 0.088, -0.636, -0.564, 0.500, 0.183, -0.828, 0.218, -0.554, -1.337, -0.034, 0.143, 0.256, 0.526, -0.574, -0.650, 0.289, 0.357, 0.369, -0.616, -0.106, 0.015, -0.556], "orbital_gap_ev": 8.4, "lumo_ev": 0.99, "max_force_ev_per_a": 4.62, "charge": -1, "homo_energy_ev": -7.4}

2.
{"formula": "C2H2Li2O2", "method": "ωB97M-V/def2-TZVPD", "species": ["O", "C", "Li", "O", "H", "H", "C", "Li"], "coordinates": [[1.924, 0.246, 0.173], [0.727, -0.022, 0.189], [-1.026, -1.976, -0.253], [-1.585, -0.216, -0.267], [-0.726, 1.412, 0.799], [-2.138, 0.321, -1.100], [-0.501, 0.513, 0.214], [3.326, -0.278, 0.244]], "mulliken_charge": [-0.790, -0.506, 0.840, -0.628, 0.333, 0.378, 0.485, 0.887], "orbital_gap_ev": [7.1, 7.5], "spin_multiplicity": 2, "lumo_ev": [-3.82, -4.38], "relative_energy_ev": 2.649, "max_force_ev_per_a": 4.95, "s2": 0.754, "charge": 1, "homo_energy_ev": [-10.9, -11.8]}

3.
{"formula": "CH14NO4", "method": "ωB97M-V/def2-TZVPD", "species": ["N", "H", "H", "H", "H", "H", "H", "H", "H", "O", "H", "H", "O", "O", "O", "H", "C", "H", "H", "H"], "coordinates": [[-0.938, -1.094, 0.224], [-0.226, 2.355, 5.022], [0.122, 0.274, -1.129], [-0.050, 1.439, 3.001], [-1.282, 1.078, -0.038], [1.047, -2.846, -2.379], [-1.506, 0.097, -1.551], [1.920, -0.603, -4.687], [-0.246, -1.709, -0.300], [-0.632, 2.761, 4.218], [-0.700, -0.651, 1.130], [-1.096, 3.619, 4.556], [1.121, -2.480, -1.483], [1.206, 0.099, -4.558], [0.288, 0.913, 2.302], [2.067, -2.541, -1.482], [-0.855, 0.204, -0.665], [0.362, -0.308, -4.971], [-1.859, -1.399, 0.256], [1.258, 0.791, 2.533]], "mulliken_charge": [-0.195, 0.328, 0.323, 0.380, 0.305, 0.317, 0.364, 0.321, 0.308, -0.710, 0.345, 0.334, -0.660, -0.652, -0.640, 0.313, -0.769, 0.334, 0.352, 0.302], "orbital_gap_ev": 11.3, "lumo_ev": -2.93, "relative_energy_ev": 1.807, "max_force_ev_per_a": 4.71, "charge": 1, "homo_energy_ev": -14.3}

4.
{"formula": "C46H40IMnNOP2", "method": "ωB97M-V/def2-TZVPD", "species": ["H", "C", "I", "C", "P", "C", "P", "H", "C", "H", "O", "C", "C", "H", "H", "C", "C", "C", "H", "H", "C", "H", "H", "C", "H", "H", "C", "C", "C", "N", "C", "C", "H", "C", "H", "H", "H", "H", "H", "C", "C", "H", "C", "H", "C", "H", "C", "H", "C", "C", "H", "H", "C", "H", "H", "H", "H", "H", "H", "C", "H", "C", "C", "C", "C", "H", "H", "H", "C", "H", "C", "C", "C", "C", "C", "C", "H", "C", "H", "C", "C", "C", "H", "H", "C", "Mn", "C", "H", "H", "C", "C", "C"], "coordinates": [[5.553, -2.487, -1.601], [-1.885, -3.400, 4.246], [1.836, 0.724, 2.902], [2.828, -1.577, 1.046], [-1.656, -0.862, 1.024], [2.709, 2.335, -2.631], [1.849, 0.480, -0.690], [0.935, -3.004, -4.141], [-5.701, -0.709, 0.864], [-1.612, 0.392, 3.585], [-3.150, 2.898, -1.260], [1.365, -1.533, -2.649], [-3.331, -0.219, 0.693], [0.369, -2.892, 0.911], [-7.029, 0.775, 0.067], [-4.978, 1.333, -0.154], [4.201, 4.154, -2.123], [-2.287, -2.508, -1.169], [4.858, -4.161, 0.078], [0.368, 6.532, 0.273], [2.089, -1.265, 2.226], [2.165, -2.119, -2.218], [-0.112, 3.308, 2.078], [-0.036, 0.419, -2.681], [4.236, -0.406, -1.831], [-1.846, -2.878, 6.325], [-0.546, 4.569, 0.349], [-1.679, -0.677, 3.764], [-0.994, -4.449, -1.764], [-1.452, 2.255, 0.006], [3.061, -0.732, -0.090], [-3.637, 1.006, 0.066], [-1.920, 3.829, -2.621], [-1.816, -2.509, 5.308], [0.733, -4.836, -0.545], [2.107, 1.797, -3.352], [-1.681, -0.447, 5.895], [3.496, -4.827, 1.926], [1.044, 5.376, -0.879], [1.032, -0.290, -2.122], [3.056, -3.839, 1.997], [-6.490, -1.378, 1.180], [2.194, -3.537, 3.008], [3.702, 2.231, 0.616], [-0.372, -1.314, -4.304], [-0.528, 6.127, -1.184], [-4.376, -1.052, 1.081], [1.912, -4.278, 3.743], [4.302, 3.709, -0.810], [-0.727, -0.081, -3.772], [-3.144, -1.870, -1.345], [-1.452, 4.932, 0.846], [3.604, 2.584, -0.405], [-0.906, -1.709, -5.158], [-1.910, -3.637, 2.117], [-4.149, -1.994, 1.565], [1.202, -1.928, 4.049], [3.346, 3.801, -4.057], [-2.544, 4.864, -1.316], [-2.071, -3.607, -1.991], [0.802, 4.798, 2.034], [-1.417, -2.250, -0.115], [-1.721, -1.144, 5.068], [2.801, 1.892, -1.315], [-0.110, -4.182, -0.726], [4.750, 5.031, -2.440], [4.933, 4.235, -0.105], [-5.222, 2.269, -0.633], [1.758, -2.206, 3.163], [-0.842, -5.314, -2.396], [-6.001, 0.489, 0.242], [-1.852, -2.934, 2.939], [-0.313, -3.082, 0.090], [4.051, -1.060, -0.985], [-0.956, 3.490, -0.654], [0.400, 4.004, 1.403], [-0.313, 1.386, -2.278], [-1.742, -1.568, 2.692], [-2.758, -3.810, -2.802], [4.394, -3.183, 0.045], [0.118, 5.717, -0.406], [0.664, -2.038, -3.736], [-1.537, 0.488, -4.208], [-0.067, 3.238, -1.244], [-2.668, 2.039, -0.376], [-0.039, 1.007, 0.864], [3.410, 3.466, -3.030], [-1.975, -4.461, 4.434], [1.259, 3.512, 0.928], [4.770, -2.267, -0.889], [3.415, -2.872, 1.025], [-2.132, 3.886, -1.556]], "mulliken_charge": [0.412, -0.799, 0.014, -0.138, 2.053, -0.347, 1.967, 0.480, -0.897, 0.374, -0.439, -0.675, 0.049, 0.057, 0.449, -0.851, -0.618, -0.711, 0.456, 0.465, 0.088, 0.193, 0.091, -0.668, 0.457, 0.444, 0.672, -0.800, -0.908, -0.275, 0.765, 0.232, 0.303, -0.627, 0.530, 0.472, 0.469, 0.453, 0.290, 0.620, -0.891, 0.453, -0.969, 0.364, -0.888, 0.402, -0.571, 0.491, -0.651, -0.765, 0.424, 0.455, -0.616, 0.446, 0.515, 0.490, 0.504, 0.467, 0.423, -0.784, 0.494, 0.539, -0.774, 0.679, -1.033, 0.436, 0.468, 0.520, -0.500, 0.442, -0.693, 0.171, 0.251, -0.715, 0.190, -1.265, 0.523, 0.319, 0.482, -0.904, -1.580, -0.680, 0.512, -0.027, 0.372, 1.138, -0.727, 0.480, 0.187, -1.001, 0.995, -0.701], "orbital_gap_ev": [8.2, 8.1], "spin_multiplicity": 6, "lumo_ev": [-5.15, -5.45], "relative_energy_ev": 0.000, "max_force_ev_per_a": 0.10, "s2": 8.760, "charge": 2, "homo_energy_ev": [-13.4, -13.5]}